Entry from OMol25: 12 unconnected molecules or ions with the total composition C5H34N2O11 at a distorted geometry (ωB97M-V/def2-TZVPD).

Computed properties:
Frontier orbital gap (hartree): 0.34095
Energy above the lowest of the compared OMol25 structures with the same formula, charge and spin (kcal/mol): 160.2
SMILES string: C=C(CCN)NC.O.O.O.O.O.O.O.O.O.O.O
LUMO energy (eV): 0.06
Energy (eV): -31234.722
Highest occupied orbital energy (hartree): -0.3389

Each line ends with the Löwdin charge.
CARTESIAN COORDINATES (ANGSTROEM)
C -0.32445 -1.43372 -0.09202  -0.268
C 0.78410 -0.51357 0.38554  -0.117
C 2.05114 -1.17262 0.92785  -0.353
C 2.34980 -2.46285 1.13196  0.065
C 2.95329 0.94310 2.04412  -0.061
N 3.03305 -0.16194 1.01197  -0.074
N -0.11726 -1.87006 -1.49110  0.023
H -0.56235 -2.25269 0.60484  0.116
H -1.30712 -0.97355 -0.15806  -0.019
H 0.96018 0.24442 -0.35237  0.118
H 0.31716 0.06669 1.17809  0.081
H 1.68912 -3.19036 0.67060  0.054
H 3.14608 -2.74817 1.78638  0.054
H 3.13783 0.62807 3.07364  0.086
H 1.82582 1.05756 2.14571  0.066
H 3.23988 1.88565 1.62768  0.048
H 3.94421 -0.57403 1.21379  0.111
H 0.19390 -1.04581 -1.99530  0.050
H 0.72698 -2.45586 -1.52718  0.074
H -1.63149 1.90877 2.79861  0.079
H -0.95466 1.14621 1.59593  0.026
O -1.11604 2.01996 1.99295  -0.033
H -0.46903 0.68483 -3.90909  0.005
H -1.41886 -0.39875 -4.44160  0.042
O -1.27556 0.20106 -3.70462  -0.054
H -1.88105 -0.31383 -0.59879  0.033
H -2.66122 0.85238 0.04337  0.084
O -2.27104 -0.00995 0.23121  -0.062
H 0.28968 2.67740 1.59352  0.006
H 1.01562 4.01840 1.75746  0.069
O 1.08756 3.18867 1.27269  -0.088
H 2.13179 3.04064 -1.67428  -0.027
H 1.31278 3.43187 -0.43948  -0.020
O 1.34403 3.53611 -1.41514  -0.087
H -3.33861 -2.62592 2.23934  0.034
H -1.93182 -2.80753 2.16475  0.058
O -2.70729 -3.04092 1.63161  -0.015
H 2.23236 0.40090 -3.48991  0.043
H 1.89544 1.84899 -3.13929  0.012
O 1.73799 1.16578 -3.80570  -0.041
H -3.72329 -0.45773 3.01753  0.061
H -2.94987 -1.65653 2.47325  -0.069
O -2.85856 -0.87853 3.03432  -0.042
H 3.51267 1.10021 -0.79165  0.018
H 3.76361 2.62600 -0.44406  0.039
O 3.77345 1.96146 -1.13680  -0.051
H -2.77997 -2.45101 -1.17430  0.036
H -2.19115 -2.14044 -2.57085  0.026
O -3.00279 -2.12466 -2.05457  -0.057
H -4.36253 -1.07388 -1.34050  0.003
H -3.94370 0.40153 -0.86529  -0.008
O -4.66982 -0.20172 -1.03676  -0.074



Entry from OMol25: a molecular structure, C16H31AlCaCl8F5KN2O11P2S at a distorted geometry (ωB97M-V/def2-TZVPD).

Computed properties:
Frontier orbital gap (hartree): 0.05080
LUMO energy (eV): -5.05
Energy (eV): -227130.738
Highest occupied orbital energy (hartree): -0.2364

Each line ends with the Löwdin charge.
CARTESIAN COORDINATES (ANGSTROEM)
C 3.28126 -1.35582 1.80075  -0.120
C 1.79568 -1.62110 1.23741  -0.237
O 0.78402 -1.87508 2.24816  -0.301
C 1.00366 -3.12180 2.95335  -0.314
P 1.84559 -2.85606 4.65768  0.859
O 0.62024 -2.58910 5.89225  -0.303
N 0.87005 -1.26313 6.29496  -0.422
O 1.07897 -0.70737 5.20769  -0.629
P 2.96657 -4.68545 5.19555  0.679
O 4.51478 -4.12543 5.47857  -0.339
O 3.13106 -5.59856 3.81276  -0.339
H 3.97564 -1.29853 0.95513  0.086
H 3.31478 -0.36612 2.37557  -0.012
H 3.64817 -2.13506 2.48079  0.055
H 1.49875 -0.69674 0.74090  0.073
H 1.81884 -2.38306 0.44515  0.130
H 1.53169 -3.88851 2.37505  0.094
H 0.00505 -3.50471 3.20987  0.099
H 4.44300 -3.20028 5.76709  0.035
H 3.90850 -5.28781 3.32004  0.053
C 2.01838 4.13763 -1.26506  -0.109
C 2.60271 2.89885 -1.93918  -0.234
C 2.04399 1.58914 -1.36982  -0.154
C 2.33814 1.47292 0.06507  -0.188
N 2.56101 1.39806 1.17713  0.161
H 2.27250 4.17556 -0.20296  0.082
H 2.41275 5.04012 -1.72341  0.070
H 0.92933 4.15278 -1.35235  0.008
H 3.68860 2.92004 -1.83310  0.120
H 2.38468 2.93116 -3.00800  0.112
H 2.47933 0.73361 -1.88830  0.130
H 0.96071 1.54928 -1.50237  0.111
K 1.76372 0.02114 3.59595  0.906
Cl 2.17040 -0.23549 7.47929  0.495
C 0.78553 7.76849 3.45989  -0.009
C 0.43652 7.95048 1.99764  -0.322
C -0.55974 6.96065 1.45533  -0.104
O -0.24198 6.96069 0.05345  0.007
C 1.08271 7.27965 -0.04530  -0.559
O 1.71540 7.20358 -1.04316  0.164
O 1.56922 7.69800 1.14755  0.097
H 1.80919 8.08439 3.65527  0.095
H 0.11310 8.35178 4.08832  0.091
H 0.70344 6.72446 3.76710  0.086
H 0.11752 8.98063 1.81705  0.162
H -1.59259 7.26337 1.61990  0.138
H -0.41772 5.94635 1.83832  0.134
C -2.29755 3.56904 -2.90999  -1.994
Cl -1.59874 4.52675 -1.58499  0.505
Cl -3.90965 4.21921 -3.32528  0.500
Cl -1.25271 3.65289 -4.31465  0.643
Cl -2.45933 1.87519 -2.38814  0.388
F 3.71647 1.25047 8.94829  -0.589
Ca -4.13774 3.58721 -0.66994  0.835
C -3.27375 -1.50519 -4.87294  -1.513
Cl -2.83714 -0.03940 -3.95865  0.440
Cl -5.02386 -1.73387 -4.88259  0.535
Cl -2.63351 -1.42103 -6.49547  0.625
H -2.82534 -2.35651 -4.37414  0.004
O -2.49957 -3.10209 -0.06829  -0.294
S -3.04659 -4.38907 0.25642  0.565
O -2.19955 -5.51309 0.50031  -0.269
O -4.12988 -4.78134 -0.84689  -0.260
C -3.73577 -4.74657 -2.23241  -0.254
C -2.91905 -5.96259 -2.62261  -0.061
C -4.16811 -4.21848 1.60554  -0.120
H -3.19766 -3.82139 -2.45193  0.098
H -4.65699 -4.72967 -2.81333  0.121
H -1.94809 -5.95971 -2.12738  0.073
H -2.74980 -5.97849 -3.69979  0.090
H -3.43030 -6.87919 -2.32825  0.088
H -4.84665 -3.39533 1.39801  0.073
H -3.58086 -4.00759 2.49703  0.073
H -4.71252 -5.15114 1.72907  0.078
F 1.07717 -3.23141 -8.47771  -0.226
Al -0.36275 -4.08224 -8.89850  -0.106
F -1.45653 -2.99784 -9.67711  -0.230
F -1.10341 -4.68798 -7.45700  -0.239
F 0.01660 -5.38712 -9.94966  -0.216



Entry from OMol25: 2 unconnected molecules or ions with the total composition CH4N2O2S at a distorted geometry (ωB97M-V/def2-TZVPD).

Computed properties:
Frontier orbital gap (hartree): 0.31804
Energy above the lowest of the compared OMol25 structures with the same formula, charge and spin (kcal/mol): 118.2
LUMO energy (eV): -1.08
Energy (eV): -19006.798
Highest occupied orbital energy (hartree): -0.3579

Each line ends with the Löwdin charge.
CARTESIAN COORDINATES (ANGSTROEM)
C -0.18474 0.76022 -0.06353  -0.683
H -1.12336 -1.77814 -0.69509  0.290
H -2.13986 1.17044 -0.28376  0.213
H 0.25050 -1.13794 -0.23669  0.143
H 3.00741 -0.07748 1.22428  -0.092
N -1.45532 0.28575 -0.34773  -0.070
N 0.86418 -0.12484 0.11961  -0.412
O -1.69497 -0.98607 0.29230  -0.150
O -0.06765 1.95591 0.12876  0.040
S 2.54381 -0.06784 -0.13816  0.722



Entry from OMol25: 2 unconnected molecules or ions with the total composition C4H12 at a distorted geometry (ωB97M-V/def2-TZVPD).

Computed properties:
Frontier orbital gap (hartree): 0.45628
Energy above the lowest of the compared OMol25 structures with the same formula, charge and spin (kcal/mol): 8.6
SMILES string: CC.CC
LUMO energy (eV): 1.07
Energy (eV): -4342.154
Highest occupied orbital energy (hartree): -0.4171

Each line ends with the Löwdin charge.
CARTESIAN COORDINATES (ANGSTROEM)
C 1.67845 0.00814 2.13741  -0.171
C 0.44578 0.93853 2.25322  -0.165
H 2.55684 0.53002 2.52272  0.060
H 1.34873 -0.93173 2.58530  0.061
H 1.99700 -0.28346 1.14299  0.048
H 0.04816 1.00991 3.26322  0.057
H -0.33031 0.49996 1.63019  0.052
H 0.77026 1.94275 1.98152  0.058
C -1.29816 0.26426 -2.25743  -0.175
C -0.88626 -1.18990 -2.14746  -0.178
H -0.46994 0.92105 -2.00949  0.059
H -1.59904 0.59699 -3.24383  0.055
H -2.13163 0.45696 -1.57526  0.064
H -1.64682 -1.96422 -2.07753  0.060
H -0.27217 -1.30620 -1.24870  0.053
H -0.21089 -1.49308 -2.95686  0.063



Entry from OMol25: 5 unconnected molecules or ions with the total composition C20H32FIN2O5PS (ωB97M-V/def2-TZVPD).

Computed properties:
Frontier orbital gap (hartree): 0.25828
LUMO energy (eV): -4.57
Total charge: +1
Energy (eV): -65413.122
Highest occupied orbital energy (hartree): -0.4263

Each line ends with the Löwdin charge.
CARTESIAN COORDINATES (ANGSTROEM)
O 6.63238 0.20733 2.18457  -0.393
P 5.59662 0.75540 1.05964  0.540
I 5.27920 3.01699 1.91371  0.505
C 4.03331 -0.20951 1.68532  -0.846
F 4.31067 -1.02371 2.74965  -0.039
C 3.43851 -0.98716 0.52563  -0.179
N 2.02471 -1.16182 0.80926  0.077
C 1.48279 -0.22905 1.54791  -0.456
C 0.07234 -0.14122 1.85344  -0.208
C -0.88604 -0.76192 1.03699  -0.010
C -2.21120 -0.60859 1.37550  -0.019
C -2.52840 0.15362 2.50294  -0.067
N -1.62822 0.74698 3.28409  0.107
C -0.35028 0.59461 2.96496  -0.083
S 2.64368 0.92026 2.10584  1.017
H 6.50825 -0.72590 2.40539  0.062
H 3.52673 -0.32134 -0.34360  0.125
H 3.94934 -1.90132 0.23317  0.149
H 1.50152 -1.95566 0.46585  0.174
H -0.60792 -1.30625 0.14316  0.121
H -2.99223 -1.03825 0.76793  0.097
H -3.56913 0.30280 2.76112  0.127
H 0.37305 1.06939 3.61815  0.108
C 3.14453 -3.23245 4.31497  -0.041
C 2.75711 -4.48083 5.08064  -0.502
O 1.71216 -5.04079 4.85588  0.079
C 3.73214 -4.97524 6.11810  -0.019
H 2.34160 -3.00669 3.61421  0.067
H 3.28428 -2.38992 4.99398  0.087
H 4.07578 -3.39172 3.76966  0.077
H 3.89716 -4.20681 6.87533  0.088
H 4.69314 -5.20289 5.65341  0.087
H 3.33840 -5.87069 6.59131  0.086
C -5.32603 0.14164 -3.01238  -0.012
C -4.28657 -0.36258 -2.05307  -0.492
O -4.19469 0.07187 -0.92251  0.038
C -3.35982 -1.43189 -2.57225  -0.020
H -5.93046 0.90860 -2.53429  0.090
H -4.82813 0.55264 -3.89096  0.059
H -5.96834 -0.68041 -3.33416  0.093
H -2.81381 -1.04553 -3.43403  0.062
H -3.93308 -2.30589 -2.88522  0.091
H -2.65563 -1.72592 -1.79472  0.067
C -3.38775 2.77621 -5.00691  -0.004
C -2.29350 1.76313 -4.80880  -0.482
O -2.40190 0.85710 -4.00606  0.016
C -1.06117 1.92790 -5.65436  -0.017
H -4.22170 2.56005 -4.34280  0.071
H -3.00249 3.77341 -4.79011  0.093
H -3.73410 2.75842 -6.04169  0.094
H -0.61520 2.90281 -5.45729  0.083
H -1.32183 1.87151 -6.71270  0.090
H -0.34414 1.14558 -5.41658  0.084
C 0.43079 3.97666 -0.84954  -0.011
C -0.51213 3.13969 -1.68130  -0.473
O -0.75675 3.39923 -2.83393  0.086
C -1.14744 1.94392 -1.01415  -0.002
H 0.81845 4.79923 -1.44510  0.086
H -0.09281 4.37469 0.02157  0.090
H 1.26344 3.36428 -0.49439  0.073
H -1.73843 2.25568 -0.15048  0.098
H -0.36740 1.25813 -0.67552  0.067
H -1.79338 1.43222 -1.72440  0.064



Which of these has the lowest highest occupied orbital energy? C20H32FIN2O5PS



Which of these has the lowest frontier orbital gap? C16H31AlCaCl8F5KN2O11P2S